No. 1
ORCA calculation (ωB97M-V with the def2-TZVPD basis set) on a cluster of 4 separate species, C21H54NO14P4 in total at a distorted geometry.

Element x y z (Å)
C1 -7.73 -2.30 -7.34
C2 -8.26 -0.91 -6.91
C3 -8.96 -0.22 -8.11
O1 -10.35 -0.17 -7.90
N1 -10.84 -1.55 -7.98
P1 -12.35 -1.50 -7.34
O2 -12.64 -0.39 -6.39
H1 -8.54 -3.01 -7.19
H2 -7.47 -2.30 -8.40
H3 -6.85 -2.61 -6.78
H4 -9.01 -1.01 -6.12
H5 -7.45 -0.30 -6.50
H6 -8.80 -0.79 -9.04
H7 -8.61 0.80 -8.27
H8 -12.55 -2.75 -6.71
H9 -13.29 -1.41 -8.42
O3 -4.19 -0.15 -4.86
P2 -3.32 0.90 -4.30
O4 -2.86 0.37 -2.83
C4 -1.97 -0.74 -2.74
C5 -0.53 -0.35 -3.05
O5 -4.40 2.04 -3.85
C6 -5.72 2.07 -4.41
C7 -6.72 1.42 -3.48
O6 -2.14 2.02 -4.42
C8 -1.94 2.69 -5.69
C9 -2.97 3.78 -5.93
H10 -2.31 -1.54 -3.41
H11 -2.04 -1.11 -1.72
H12 -0.42 -0.07 -4.10
H13 0.14 -1.18 -2.85
H14 -0.23 0.51 -2.46
H15 -5.74 1.61 -5.39
H16 -5.97 3.13 -4.54
H17 -6.41 0.41 -3.20
H18 -7.70 1.36 -3.97
H19 -6.82 2.00 -2.56
H20 -1.95 1.96 -6.50
H21 -0.95 3.13 -5.65
H22 -3.94 3.35 -6.20
H23 -2.66 4.42 -6.75
H24 -3.12 4.38 -5.04
O7 2.41 -1.20 2.72
P3 2.93 -0.47 1.53
O8 1.73 -0.66 0.44
C10 0.52 0.10 0.59
C11 0.72 1.53 0.12
O9 3.92 -1.66 0.97
C12 4.45 -2.65 1.85
C13 3.65 -3.93 1.78
O10 3.74 0.60 0.58
C14 4.87 1.31 1.14
C15 6.12 0.45 1.21
H25 0.18 0.07 1.62
H26 -0.23 -0.39 -0.03
H27 1.40 2.07 0.79
H28 -0.23 2.07 0.11
H29 1.16 1.56 -0.87
H30 4.51 -2.27 2.87
H31 5.48 -2.84 1.53
H32 2.59 -3.74 1.94
H33 3.99 -4.64 2.52
H34 3.75 -4.38 0.79
H35 4.62 1.70 2.13
H36 5.05 2.16 0.48
H37 6.06 -0.28 2.02
H38 7.00 1.07 1.39
H39 6.26 -0.11 0.28
O11 6.04 -0.67 5.88
P4 6.20 -0.29 7.30
O12 6.68 -1.61 8.09
C16 8.00 -2.13 7.85
C17 9.07 -1.32 8.56
O13 4.65 -0.22 7.81
C18 3.57 -0.10 6.87
C19 2.94 -1.44 6.59
O14 6.66 0.75 8.46
C20 6.64 2.17 8.18
C21 5.24 2.76 8.25
H40 8.19 -2.17 6.77
H41 8.00 -3.15 8.22
H42 9.15 -0.32 8.13
H43 10.04 -1.81 8.47
H44 8.82 -1.20 9.61
H45 3.91 0.38 5.95
H46 2.83 0.57 7.33
H47 3.68 -2.18 6.29
H48 2.19 -1.35 5.80
H49 2.45 -1.82 7.48
H50 7.10 2.37 7.21
H51 7.27 2.64 8.94
H52 4.65 2.48 7.37
H53 5.28 3.84 8.29
H54 4.71 2.39 9.13

Output
**Frontier orbital gap**: 0.119 Eh
**Total charge**: -1

No. 2
ORCA calculation (ωB97M-V with the def2-TZVPD basis set) on a cluster of 6 separate species, C21H55BClIO10PS6 in total at a distorted geometry.

Element x y z (Å)
C1 4.35 -1.45 3.99
B1 4.18 -2.06 2.53
O1 5.13 -2.99 2.14
P1 2.66 -1.58 1.31
I1 4.32 -1.84 -0.95
C2 1.34 -1.46 2.67
C3 -0.07 -1.81 2.17
C4 -0.76 -0.72 1.35
C5 -2.27 -0.66 1.51
O2 -2.64 0.55 2.20
C6 -3.89 0.96 2.11
C7 -4.20 2.10 3.04
O3 -4.69 0.49 1.34
C8 3.24 0.29 1.35
C9 2.46 1.19 0.41
C10 2.37 2.67 0.83
C11 3.77 3.21 1.14
S1 3.65 4.82 1.82
O4 3.06 4.79 3.13
O5 3.19 5.77 0.85
Cl1 5.65 5.24 2.11
H1 5.29 -1.81 4.45
H2 4.36 -0.36 4.01
H3 3.53 -1.77 4.64
H4 6.03 -2.64 2.25
H5 1.72 -1.23 0.26
H6 2.35 -2.99 1.12
H7 1.32 -0.45 3.09
H8 1.60 -2.14 3.48
H9 0.00 -2.74 1.59
H10 -0.70 -2.03 3.04
H11 -0.52 -0.83 0.29
H12 -0.36 0.26 1.66
H13 -2.78 -0.69 0.55
H14 -2.63 -1.50 2.12
H15 -4.80 1.75 3.88
H16 -3.27 2.55 3.39
H17 -4.74 2.85 2.47
H18 3.26 0.67 2.38
H19 4.28 0.28 1.00
H20 2.94 1.17 -0.57
H21 1.44 0.81 0.26
H22 1.97 3.25 -0.01
H23 1.69 2.82 1.67
H24 4.36 3.29 0.23
H25 4.31 2.60 1.86
C12 -5.37 -0.10 -1.71
S2 -4.94 -1.80 -2.09
O6 -3.48 -1.80 -2.42
C13 -5.77 -1.85 -3.69
H26 -4.88 0.16 -0.78
H27 -5.04 0.55 -2.53
H28 -6.45 -0.03 -1.58
H29 -5.30 -1.06 -4.27
H30 -6.84 -1.68 -3.56
H31 -5.60 -2.82 -4.14
C14 6.75 1.18 -3.12
S3 6.71 0.98 -1.34
O7 5.57 1.80 -0.85
C15 8.17 1.98 -0.99
H32 5.87 0.67 -3.51
H33 6.72 2.24 -3.37
H34 7.65 0.71 -3.51
H35 8.02 2.99 -1.38
H36 9.05 1.52 -1.44
H37 8.28 2.02 0.09
C16 -1.78 0.55 -6.24
S4 -2.83 -0.03 -4.91
O8 -3.92 0.99 -4.75
C17 -1.67 0.24 -3.58
H38 -2.35 0.51 -7.16
H39 -1.47 1.58 -6.04
H40 -0.91 -0.10 -6.31
H41 -1.38 1.29 -3.56
H42 -0.80 -0.41 -3.73
H43 -2.17 -0.05 -2.66
C18 2.35 -7.41 -2.12
S5 2.94 -5.84 -1.43
O9 1.97 -5.49 -0.37
C19 2.53 -4.85 -2.87
H44 2.48 -8.17 -1.35
H45 1.30 -7.31 -2.39
H46 2.95 -7.67 -3.00
H47 1.46 -4.92 -3.07
H48 3.12 -5.20 -3.72
H49 2.81 -3.82 -2.62
C20 -9.27 3.46 2.09
S6 -8.37 4.17 3.48
O10 -7.06 4.60 2.96
C21 -8.11 2.62 4.34
H50 -9.49 4.26 1.40
H51 -8.64 2.71 1.61
H52 -10.20 3.01 2.45
H53 -7.57 1.94 3.69
H54 -9.07 2.20 4.64
H55 -7.51 2.84 5.23

Output
**Frontier orbital gap**: 0.205 Eh
**Total charge**: -1

No. 3
ORCA calculation (ωB97M-V with the def2-TZVPD basis set) on a cluster of 5 separate species, C21H55BN5O15PS in total at a distorted geometry.

Element x y z (Å)
C1 4.97 0.51 1.93
N1 5.36 0.64 0.48
C2 6.83 0.37 0.35
B1 4.53 -0.25 -0.37
O1 4.81 -0.24 -1.80
N2 3.39 -1.11 0.08
C3 2.77 -1.87 -0.99
N3 3.27 -3.09 -1.32
P1 4.65 -3.88 -0.56
N4 4.76 -5.36 -1.18
O2 6.15 -3.14 -0.86
O3 4.35 -4.13 1.12
N5 1.58 -1.49 -1.74
C4 0.33 -2.04 -1.16
S1 -0.35 -1.14 0.32
O4 0.68 -0.56 1.24
O5 -1.14 -2.17 1.14
C5 1.51 -0.04 -2.06
O6 1.34 0.25 -3.30
O7 1.58 1.00 -1.17
H1 5.11 -0.59 2.24
H2 5.63 1.23 2.52
H3 3.86 0.77 2.04
H4 7.15 -0.23 1.27
H5 7.11 -0.13 -0.64
H6 7.38 1.38 0.40
H7 5.42 -0.97 -2.04
H8 3.61 -1.68 0.91
H9 2.80 -3.64 -2.08
H10 4.64 -6.06 -0.42
H11 6.45 -3.27 -1.79
H12 4.67 -3.37 1.65
H13 -0.50 -2.02 -1.97
H14 0.42 -3.15 -0.85
H15 -1.26 -0.14 -0.02
C6 -3.10 2.08 -1.06
O8 -3.92 0.94 -1.21
C7 -4.92 0.84 -0.19
C8 -6.28 1.31 -0.69
O9 -6.28 2.70 -0.98
C9 -6.16 2.97 -2.37
H16 -2.53 2.23 -1.98
H17 -3.68 2.99 -0.87
H18 -2.39 1.92 -0.24
H19 -4.61 1.40 0.70
H20 -4.99 -0.21 0.09
H21 -7.02 1.14 0.10
H22 -6.59 0.73 -1.57
H23 -7.11 2.77 -2.87
H24 -5.37 2.38 -2.83
H25 -5.92 4.03 -2.49
C10 -3.41 -6.75 -0.23
O10 -2.33 -5.81 -0.18
C11 -2.29 -5.11 1.07
C12 -1.21 -5.67 1.99
O11 -1.54 -6.99 2.41
C13 -0.82 -7.99 1.69
H26 -3.24 -7.41 -1.08
H27 -3.46 -7.35 0.68
H28 -4.35 -6.21 -0.37
H29 -3.27 -5.11 1.55
H30 -2.04 -4.07 0.83
H31 -1.16 -5.05 2.89
H32 -0.23 -5.65 1.50
H33 0.22 -8.02 2.04
H34 -0.84 -7.80 0.61
H35 -1.29 -8.95 1.89
C14 -11.98 4.06 1.53
O12 -11.36 2.78 1.60
C15 -11.47 2.06 0.37
C16 -10.18 2.13 -0.43
O13 -9.92 3.45 -0.89
C17 -8.95 4.12 -0.10
H36 -11.66 4.64 2.40
H37 -11.71 4.60 0.63
H38 -13.07 3.94 1.58
H39 -12.32 2.42 -0.22
H40 -11.67 1.02 0.63
H41 -10.28 1.50 -1.32
H42 -9.33 1.75 0.15
H43 -7.95 3.74 -0.33
H44 -9.14 4.01 0.97
H45 -8.98 5.19 -0.34
C18 11.59 4.84 1.15
O14 10.92 5.55 0.11
C19 10.60 4.71 -1.00
C20 9.14 4.30 -0.98
O15 8.85 3.44 0.13
C21 8.22 4.14 1.19
H46 11.58 5.47 2.04
H47 11.10 3.90 1.38
H48 12.63 4.65 0.86
H49 11.26 3.83 -1.02
H50 10.79 5.29 -1.90
H51 8.92 3.72 -1.89
H52 8.48 5.17 -0.98
H53 7.17 4.34 0.94
H54 8.72 5.09 1.42
H55 8.25 3.51 2.08

Output
**Frontier orbital gap**: 0.222 Eh
**Total charge**: 0

No. 4
ORCA calculation (ωB97M-V with the def2-TZVPD basis set) on a cluster of 9 separate species, C21H55N5O18 in total at a distorted geometry.

Element x y z (Å)
C1 7.02 -28.72 -6.43
N1 8.37 -28.09 -6.52
O1 8.45 -26.96 -6.98
O2 9.34 -28.75 -6.20
H1 7.19 -29.74 -6.11
H2 6.67 -28.65 -7.46
H3 6.47 -28.11 -5.72
C2 3.43 -24.27 -9.99
N2 2.31 -24.32 -10.98
O3 1.18 -24.44 -10.59
O4 2.64 -24.24 -12.14
H4 3.06 -24.56 -9.01
H5 3.69 -23.21 -9.94
H6 4.19 -24.89 -10.43
C3 0.35 -19.23 -9.40
N3 1.83 -19.14 -9.30
O5 2.39 -18.42 -10.09
O6 2.36 -19.63 -8.33
H7 -0.03 -19.78 -8.55
H8 0.15 -19.72 -10.35
H9 0.00 -18.20 -9.47
C4 5.39 -26.17 -2.77
N4 4.01 -25.67 -2.73
O7 3.13 -26.38 -2.28
O8 3.85 -24.50 -3.03
H10 5.36 -27.25 -2.83
H11 5.83 -25.90 -1.81
H12 6.00 -25.72 -3.55
C5 8.83 -24.24 -4.66
N5 7.82 -23.16 -4.86
O9 8.12 -22.31 -5.67
O10 6.83 -23.17 -4.17
H13 9.65 -23.78 -4.10
H14 9.26 -24.51 -5.62
H15 8.45 -25.04 -4.04
C6 0.37 -24.12 -3.36
O11 -0.03 -25.24 -4.11
C7 1.02 -25.83 -4.85
C8 0.51 -26.45 -6.14
O12 -0.32 -27.55 -5.82
C9 -0.81 -28.13 -7.01
H16 0.82 -23.36 -4.03
H17 1.19 -24.32 -2.67
H18 -0.49 -23.74 -2.82
H19 1.39 -26.65 -4.22
H20 1.85 -25.16 -5.09
H21 1.36 -26.67 -6.79
H22 -0.09 -25.67 -6.62
H23 -0.01 -28.59 -7.59
H24 -1.32 -27.40 -7.66
H25 -1.57 -28.87 -6.77
C10 -1.50 -22.16 -5.93
O13 -0.77 -21.67 -7.03
C11 -1.04 -22.28 -8.27
C12 -0.94 -23.81 -8.31
O14 -2.01 -24.48 -7.68
C13 -3.25 -24.44 -8.34
H26 -1.25 -23.19 -5.67
H27 -2.58 -22.04 -6.07
H28 -1.31 -21.50 -5.08
H29 -0.29 -21.88 -8.94
H30 -1.99 -21.92 -8.68
H31 0.00 -24.04 -7.82
H32 -0.93 -24.14 -9.35
H33 -3.98 -24.75 -7.59
H34 -3.32 -25.09 -9.22
H35 -3.49 -23.42 -8.66
C14 4.21 -26.70 -6.87
O15 3.83 -25.34 -6.84
C15 4.99 -24.52 -6.79
C16 4.57 -23.09 -6.55
O16 3.70 -22.52 -7.51
C17 2.34 -22.72 -7.16
H36 3.46 -27.36 -7.30
H37 4.40 -27.06 -5.85
H38 5.06 -26.81 -7.55
H39 5.63 -24.63 -7.67
H40 5.66 -24.79 -5.96
H41 5.49 -22.49 -6.60
H42 4.18 -22.99 -5.54
H43 2.13 -22.38 -6.15
H44 2.07 -23.78 -7.25
H45 1.71 -22.22 -7.89
C18 2.76 -33.13 -3.07
O17 2.58 -31.77 -3.40
C19 3.71 -30.95 -3.10
C20 3.42 -29.54 -3.53
O18 3.78 -29.31 -4.89
C21 2.85 -29.84 -5.81
H46 2.48 -33.33 -2.04
H47 3.83 -33.40 -3.07
H48 2.30 -33.77 -3.81
H49 4.56 -31.39 -3.62
H50 3.85 -31.03 -2.01
H51 3.88 -28.77 -2.91
H52 2.36 -29.31 -3.37
H53 3.22 -29.60 -6.81
H54 1.89 -29.30 -5.70
H55 2.66 -30.91 -5.74

Output
**Frontier orbital gap**: 0.330 Eh
**Total charge**: 0
**SMILES**: C[N+](=O)[O-].C[N+](=O)[O-].C[N+](=O)[O-].C[N+](=O)[O-].C[N+](=O)[O-].COCCOC.COCCOC.COCCOC.COCCOC
**Relative energy (zero: lowest compared OMol25 entry of this formula, charge and spin)**: 0.00 kcal per mole

No. 5
ORCA calculation (ωB97M-V with the def2-TZVPD basis set) on a cluster of 8 separate species, C21H56BrN7O7 in total at a distorted geometry.

Element x y z (Å)
C1 -3.84 0.26 9.23
C2 -2.75 -0.76 9.06
O1 -1.71 -0.90 8.53
N1 -3.13 -2.00 10.00
H1 -2.28 -2.43 10.33
H2 -3.70 -1.65 10.80
C3 -3.84 -3.00 9.22
H3 -4.13 0.32 10.27
H4 -4.66 -0.05 8.56
H5 -3.44 1.18 8.86
H6 -4.24 -3.81 9.84
H7 -3.17 -3.46 8.47
H8 -4.63 -2.49 8.69
C4 -6.40 3.21 1.43
C5 -5.36 2.31 0.98
O2 -5.00 1.22 1.34
N2 -4.79 2.80 -0.32
H9 -4.09 3.57 -0.19
H10 -4.15 2.16 -0.74
C6 -5.83 3.26 -1.36
H11 -6.12 4.26 1.63
H12 -6.65 2.70 2.34
H13 -7.35 3.13 0.88
H14 -6.61 2.50 -1.30
H15 -5.37 3.22 -2.37
H16 -6.36 4.17 -1.17
C7 -5.85 -4.45 -5.93
C8 -5.27 -5.39 -4.94
O3 -4.15 -5.64 -4.73
N3 -6.30 -6.31 -4.35
H17 -7.24 -6.02 -4.47
H18 -6.24 -7.17 -4.91
C9 -6.20 -6.49 -2.90
H19 -5.73 -3.47 -5.51
H20 -6.88 -4.62 -6.20
H21 -5.21 -4.61 -6.78
H22 -6.88 -7.23 -2.39
H23 -6.48 -5.52 -2.51
H24 -5.17 -6.79 -2.76
C10 6.05 -4.39 -4.61
C11 4.77 -3.73 -5.10
O4 4.07 -2.94 -4.57
N4 4.50 -3.96 -6.60
H25 5.15 -4.57 -7.01
H26 3.61 -4.44 -6.73
C12 4.31 -2.65 -7.29
H27 5.81 -5.47 -4.53
H28 6.33 -4.03 -3.61
H29 6.88 -4.37 -5.30
H30 3.34 -2.22 -7.07
H31 4.40 -2.79 -8.38
H32 5.11 -1.98 -6.90
C13 9.19 3.64 -3.13
C14 7.76 4.00 -3.53
O5 6.80 3.50 -3.15
N5 7.58 4.96 -4.73
H33 8.37 5.60 -4.79
H34 7.62 4.34 -5.56
C15 6.33 5.81 -4.72
H35 9.40 4.16 -2.15
H36 9.98 3.85 -3.84
H37 9.05 2.59 -2.84
H38 6.29 6.45 -5.56
H39 6.43 6.35 -3.77
H40 5.44 5.19 -4.65
C16 0.10 4.15 4.41
C17 1.41 3.60 4.92
O6 2.05 2.71 4.48
N6 1.94 4.27 6.17
H41 1.30 4.95 6.51
H42 2.05 3.53 6.84
C18 3.33 4.71 5.84
H43 -0.54 4.52 5.30
H44 -0.48 3.35 3.96
H45 0.28 5.00 3.75
H46 3.16 5.33 4.97
H47 3.78 3.78 5.50
H48 3.88 5.26 6.60
C19 -0.04 -2.86 0.02
C20 0.71 -1.62 0.31
O7 1.19 -1.36 1.38
N7 0.93 -0.54 -0.76
H49 1.02 -0.84 -1.71
H50 0.00 0.03 -0.61
C21 2.13 0.28 -0.51
H51 -0.25 -3.27 1.01
H52 0.37 -3.60 -0.67
H53 -1.04 -2.67 -0.40
H54 2.07 1.11 -1.27
H55 3.05 -0.31 -0.69
H56 2.16 0.66 0.51
Br1 -1.90 0.92 -0.36

Output
**Frontier orbital gap**: 0.307 Eh
**Total charge**: +6